C15H37BBr3Cl5CsF4MgN3O12PS2 as an isolated structure in a non-equilibrium geometry. Source: the OMol25 dataset; level of theory: wB97M-V/def2-TZVPD.

Element x y z (Å)
Cs -2.80968 2.21551 -2.09064
Br -3.56213 0.78322 2.73692
Br -4.62513 -1.93093 1.45212
Br -3.61276 0.43170 -0.45856
Cl -0.57921 8.05385 12.87464
Cl -2.54578 7.62608 10.78020
Cl 0.04571 8.75459 10.12613
Cl -2.67142 10.46500 7.77424
Cl 1.63711 0.09928 -2.35547
S 4.55193 0.85327 -1.79292
S 1.13039 -8.86874 -4.53831
P 4.49978 -4.61349 -4.28353
Mg 0.32764 -1.22719 -0.62066
F 0.54113 -6.31866 -5.03451
F -0.92215 -7.33173 -3.81263
F -0.82428 -7.72402 -5.93054
F -1.23945 1.12313 0.69174
O 3.38630 -4.81058 -5.26311
O 1.94479 -8.89752 -5.72956
O 1.83727 -8.44921 -3.34288
O -3.16369 9.11706 7.56589
O -4.91074 5.36616 5.05036
O -7.50064 0.34260 -2.17069
O -1.34621 10.58522 7.21615
O 0.29160 -10.02735 -4.35574
O -3.55555 11.40545 7.12885
O -2.70569 5.12135 5.44308
O -2.62401 10.74150 9.19786
O -3.61698 4.89429 3.39415
N 3.51560 -3.93989 -3.01156
N 5.90855 -3.98226 -3.47010
N 4.86508 -6.24551 -3.94720
C -4.44932 -0.02140 1.25016
C -7.48173 1.70042 -2.59744
C 5.00868 -6.85417 -2.64029
C 2.15054 -3.65830 -3.35519
C 5.39559 -7.03438 -5.05181
C 7.22600 -4.53786 -3.80499
C -0.07181 -7.50157 -4.84482
C 6.02280 -2.51446 -3.75443
C -3.65402 5.12623 4.71526
C -2.30174 4.69914 2.87862
C -6.19130 2.01832 -3.33154
C 3.57164 -4.34456 -1.62667
C -4.76832 7.12439 6.74363
C -1.22893 8.65558 11.33382
C -5.13450 5.68622 6.44082
B 2.87208 1.61284 -2.20517
H -1.62114 9.64992 11.49427
H 7.32239 -5.58194 -3.51560
H 7.99131 -4.00693 -3.23888
H -8.33741 1.84802 -3.25151
H 1.71237 -3.00676 -2.58450
H -5.29107 7.79868 6.06441
H 4.59072 -4.40583 -1.25546
H 6.17572 -2.32804 -4.82080
H 5.47315 1.46750 -2.54792
H -5.02946 7.38178 7.76719
H -3.70948 7.29762 6.61157
H 2.07619 -3.12581 -4.29748
H -2.41724 4.38252 1.84721
H -1.76923 3.92660 3.42797
H 6.85158 -2.08032 -3.19706
H 6.40921 -6.71296 -5.34020
H 7.46044 -4.44921 -4.86920
H -7.59919 2.35024 -1.72389
H 3.05753 -5.29711 -1.45520
H -6.17598 3.05654 -3.67007
H 3.07334 -3.58473 -0.99464
H 2.43891 2.29224 -1.32110
H 5.12218 -1.98776 -3.44412
H -1.74335 5.63351 2.90487
H 5.61294 -6.25682 -1.94366
H -5.33216 1.84668 -2.67696
H 4.03150 -7.04215 -2.18599
H -6.75235 0.20568 -1.58288
H 1.54402 -4.56903 -3.41938
H -5.44651 0.39088 1.21521
H 4.74534 -6.91351 -5.91969
H 5.42280 -8.09239 -4.80888
H 2.81710 2.15560 -3.27141
H -4.59437 4.98886 7.08099
H -6.19837 5.52904 6.61663
H -6.07225 1.36483 -4.19618
H 5.50237 -7.82091 -2.70614

Atoms 1-3, force components in eV/Å:
2.768 4.347 -3.654
-0.041 -0.021 -0.234
0.045 0.093 -0.097

## Properties
2S+1: 1
Total charge: -1
Kohn-Sham gap in eV: 2.194
Electronic energy in Ha: -13465.7599

Atomic partial charges in e from the Löwdin method, atoms 1 to 6:
1 Cs 1.01
2 Br 0.70
3 Br 0.61
4 Br 0.25
5 Cl 0.48
6 Cl 0.53

A 4-piece molecular cluster, C15H37BNO8 overall in a non-equilibrium geometry. Source: the OMol25 dataset; level of theory: wB97M-V/def2-TZVPD.

Element x y z (Å)
O -1.85065 1.00970 2.29518
O -2.05197 -0.75714 -2.46030
O -1.81164 0.51176 -5.84034
O 2.20730 -0.51394 4.03431
O -1.76678 1.35824 -3.15324
O -2.55308 -4.45777 2.72365
O -2.96618 -0.89850 1.36323
O -0.67217 1.95497 -0.67176
N -2.73610 1.06160 -0.05123
C -1.49325 0.80359 -0.82490
C 1.36985 -1.41065 0.24932
C 3.31199 -0.21223 -0.88855
C -3.82058 -5.05655 0.73981
C -1.79591 0.43126 -2.29173
C 2.56132 3.12304 0.02746
C 0.69887 1.68106 -0.89792
C 2.12035 0.86912 1.15884
C -1.94618 1.37088 -6.95010
C -0.82702 2.40111 -6.99667
C 2.99725 0.73788 5.96163
C 1.52198 2.03813 0.34690
C 2.74758 0.73387 4.46375
C -3.62409 -5.25814 2.23164
C 2.53831 -0.41448 0.42348
B -2.51363 0.39923 1.22169
H 3.41974 1.69029 6.28659
H -1.92493 0.74858 -7.84841
H -0.92652 3.05884 -7.86623
H 3.00803 3.44093 0.96648
H -1.03804 0.53354 2.48380
H 2.74029 -0.59168 -1.72908
H -3.37077 -6.29531 2.44976
H -2.92261 1.87454 -6.90549
H 0.61071 -1.21068 0.99529
H 0.82349 2.54078 1.01024
H 2.06688 0.56686 6.50869
H -0.96554 -0.05278 -0.38640
H 0.14239 1.90252 -7.04176
H -4.05301 -4.01340 0.51633
H 0.84738 0.67673 -1.27579
H 4.25764 -0.74327 -0.88612
H -2.72368 2.06308 0.11340
H -1.84199 1.06483 -5.03108
H 0.94337 -1.36552 -0.74775
H 2.01912 3.98394 -0.35040
H -4.63266 -5.68184 0.36331
H -0.83541 3.01329 -6.09295
H 2.05507 1.53646 4.18830
H 3.00731 1.25354 1.66246
H 3.21784 -0.93163 1.09606
H 1.73465 -2.42350 0.37693
H -3.12436 -1.02198 2.30491
H 3.67960 0.88974 3.92411
H 1.00292 2.35189 -1.70207
H -2.90704 -5.30424 0.19974
H -4.54154 -5.00702 2.77703
H 3.30158 2.80538 -0.69627
H 1.37771 -0.64727 4.50242
H 1.45957 0.56819 1.96238
H -2.77662 -3.54033 2.54122
H 3.53835 0.82360 -1.11765
H 3.68552 -0.06313 6.23388

Atoms 1-3, force components in eV/Å:
-0.075 0.105 0.027
-0.079 -0.942 0.084
0.025 0.349 -0.485

## Properties
2S+1: 1
Total charge: -1
Kohn-Sham gap in eV: 6.677
Electronic energy in Ha: -1275.3844

Atomic partial charges in e from the Löwdin method, atoms 1 to 6:
1 O 0.14
2 O 0.00
3 O -0.10
4 O -0.09
5 O -0.05
6 O -0.09

C15H38CrNO7P2Si2Te as an isolated structure. Source: the OMol25 dataset; level of theory: wB97M-V/def2-TZVPD.

Element x y z (Å)
Te -1.65378 -0.49676 -0.04396
Cr 1.05249 0.01095 0.31206
P 0.98690 2.96063 0.81799
P 3.69987 1.76926 0.22461
Si -0.69814 -0.37109 -3.26973
Si -4.26739 1.22453 1.24193
O 5.09269 1.98578 0.91955
O 0.68861 1.88347 -0.22666
O 0.96674 2.11315 2.19670
O 4.01107 1.64148 -1.31739
O 3.37401 3.83174 1.76121
O 0.22226 4.20953 0.89885
O 2.99190 0.52052 0.64019
N 1.44907 -1.95582 0.85031
C 0.69829 -5.01744 2.16881
C -4.68352 2.79226 2.16366
C -5.00049 1.24382 -0.47832
C -1.38750 -2.08863 -3.52405
C 2.93740 4.31903 -0.59316
C -4.85162 -0.28494 2.17618
C 2.78011 3.32734 0.55581
C 1.68892 -3.02244 1.19229
C 3.06720 -4.31977 2.71840
C 1.09681 -0.49467 -2.72208
C -0.81882 0.65728 -4.81907
C 2.50359 -5.17243 0.40444
C 1.99151 -4.39424 1.62491
C -2.37893 1.14037 1.11933
C -1.69779 0.49865 -1.92348
H 2.50157 3.92813 -1.51228
H 2.40354 5.23492 -0.33791
H 0.32019 -4.46110 3.02602
H 3.98989 4.55846 -0.75997
H 3.97984 -3.85686 2.34477
H 3.02496 4.71719 1.92660
H -4.30301 3.67118 1.63948
H 2.71488 -3.75695 3.58220
H 4.69031 2.23502 -1.66276
H -1.29201 1.49170 -1.72533
H 0.80448 2.66843 2.96933
H -5.93822 -0.27262 2.28333
H 0.91552 -6.03611 2.48930
H -0.41033 1.65730 -4.66009
H -1.85601 0.76722 -5.14090
H -4.81063 0.30844 -1.01071
H -4.25273 2.78848 3.16700
H 1.72500 -0.81961 -3.55497
H 2.73461 -6.19007 0.71838
H -1.94139 2.03440 0.67012
H 3.30107 -5.33430 3.04029
H -1.32495 -2.68931 -2.61270
H -2.43701 -2.05154 -3.82319
H -4.42346 -0.32181 3.18038
H -1.93524 1.02289 2.11066
H -2.74390 0.58897 -2.21636
H -0.83978 -2.61923 -4.30553
H 1.48591 0.47150 -2.38612
H -5.76436 2.90716 2.26787
H 3.40970 -4.72306 -0.00061
H -0.07633 -5.05584 1.40329
H -0.26419 0.19520 -5.63831
H 5.03940 2.66725 1.61401
H -4.58433 -1.20921 1.65885
H 1.23658 -1.24565 -1.93475
H -4.60685 2.06870 -1.07603
H -6.08412 1.36710 -0.42138
H 1.74994 -5.21792 -0.38132

Atoms 1-3, force components in eV/Å:
0.011 -0.014 -0.016
-0.035 -0.007 0.028
0.049 -0.001 0.018

## Properties
2S+1: 5
Total charge: +1
Kohn-Sham gap (alpha / beta) in eV: 9.408 / 9.156
Energy relative to the best compared isomer or geometry (same formula, charge and spin) in kcal/mol: 0.0
⟨S²⟩: 6.018
Electronic energy in Ha: -3750.1313

Atomic partial charges in e from the Löwdin method, atoms 1 to 6:
1 Te 1.32
2 Cr 0.53
3 P 0.33
4 P 0.53
5 Si 0.40
6 Si 0.39

A 9-piece molecular cluster, C15H38N4O19 overall in a non-equilibrium geometry. Source: the OMol25 dataset; level of theory: wB97M-V/def2-TZVPD.

Element x y z (Å)
O -5.27827 -3.42224 -16.85907
O -8.01472 -8.97915 -22.68244
O -7.87059 -8.07260 -20.74956
O -8.81190 -2.20790 -22.85713
O -9.26259 -4.23745 -23.76905
O -5.42917 -6.66411 -23.17612
O -6.14430 -1.44688 -17.47049
O -8.17829 -5.55658 -18.60977
O -12.34285 -3.03610 -19.33708
O -5.57114 -8.00341 -15.49853
O -7.22256 -3.64701 -23.49017
O -6.80597 -6.68483 -24.82282
O -7.16461 -4.76982 -20.30282
O -4.59107 -6.81737 -25.25715
O -7.44169 -2.89682 -16.59570
O -4.14275 -1.79329 -20.87134
O -11.41173 -4.73970 -20.27224
O -2.22183 -1.43735 -19.95056
O -3.69053 -7.63001 -17.50769
N -7.16033 -5.31160 -19.20594
N -3.14947 -2.14315 -20.27690
N -8.24035 -8.08029 -21.90585
N -11.38196 -3.61526 -19.81137
C -5.51959 -6.72115 -24.48556
C -6.19248 -2.65309 -16.97082
C -2.73739 -6.55653 -17.54117
C -8.47349 -3.25174 -23.34376
C -5.88042 -5.85485 -18.70608
C -10.66342 -4.00478 -23.75168
C -4.18648 -6.51888 -22.54304
C -6.43834 -9.02430 -15.90886
C -3.03586 -3.58217 -19.92117
C -10.05139 -2.95480 -19.67891
C -8.88122 -6.84288 -22.42064
C -7.56738 -4.04871 -15.76534
C -4.86806 -0.99930 -17.91993
C -6.24168 -2.88993 -22.79271
C -7.15385 -6.71842 -26.20237
H -3.25717 -8.32230 -18.01924
H -9.41665 -7.09221 -23.33101
H -4.48735 -1.71277 -18.65110
H -3.08383 -5.75190 -16.89539
H -5.31769 -3.45811 -22.79872
H -9.75336 -3.22344 -18.66654
H -2.54676 -4.08383 -20.75308
H -7.19219 -4.95839 -16.22482
H -7.11073 -7.74633 -26.55863
H -4.03638 -3.97269 -19.76032
H -6.09541 -6.30996 -17.74658
H -9.64684 -6.44559 -21.75695
H -6.61638 -2.69922 -21.78897
H -5.19823 -5.02716 -18.52515
H -11.04100 -4.31578 -22.77284
H -5.50263 -6.49065 -19.49754
H -4.21111 -0.85699 -17.06426
H -2.56660 -6.23076 -18.57068
H -4.95581 -0.04954 -18.44105
H -6.02726 -1.92468 -23.25409
H -7.00350 -3.88555 -14.84566
H -10.92172 -2.95479 -23.88319
H -4.96703 -7.77142 -16.22512
H -1.78147 -6.88175 -17.11805
H -3.52172 -7.31421 -22.89732
H -9.41033 -3.37682 -20.44362
H -2.41350 -3.64599 -19.03513
H -8.20536 -6.43255 -26.23044
H -5.99218 -9.73521 -16.62069
H -3.71873 -5.56507 -22.79894
H -11.16705 -4.61245 -24.49817
H -10.08510 -1.87284 -19.74115
H -8.03715 -6.17323 -22.54254
H -6.77877 -9.60714 -15.05421
H -8.60707 -4.18357 -15.48649
H -4.27091 -6.59737 -21.46438
H -7.30994 -8.64564 -16.46364
H -6.58644 -5.99124 -26.77578

Atoms 1-3, force components in eV/Å:
0.864 -0.430 -0.035
-0.213 -0.170 -0.229
0.028 0.078 0.409

## Properties
2S+1: 1
Total charge: 0
Kohn-Sham gap in eV: 9.622
SMILES: C[N+](=O)[O-].C[N+](=O)[O-].C[N+](=O)[O-].C[N+](=O)[O-].COC(=O)OC.COC(=O)OC.COC(=O)OC.CO.CO
Electronic energy in Ha: -2242.5195

Atomic partial charges in e from the Löwdin method, atoms 1 to 6:
1 O 0.11
2 O 0.07
3 O 0.05
4 O 0.13
5 O -0.02
6 O 0.00

Question: Which of these has the highest total charge?
Answer: C15H38CrNO7P2Si2Te

Question: Look up the 2S+1 of the first one.
Answer: 1

Question: Look up the 2S+1 of the first one.
Answer: 1

Question: Which formula does entry 2 have?
Answer: C15H37BNO8